Record 1
ORCA calculation (ωB97M-V with the def2-TZVPD basis set) on an isolated molecule of C4H8O2.

Element x y z (Å)
O 1.55717 -0.95395 1.03754
O 0.19369 1.30094 1.37037
C -0.80894 -0.91050 -0.23178
C -0.87789 0.56430 -0.67958
C 0.99996 -0.41890 -0.05685
C 0.41336 0.99745 0.02095
H -0.78176 0.64563 -1.76835
H -1.03082 -1.68040 -0.97826
H -1.76844 1.11361 -0.36141
H -1.39395 -1.08795 0.68406
H 0.33658 -1.30025 0.62270
H 1.00938 1.77509 -0.47842
H 0.76583 0.67779 1.86117
H 1.38586 -0.72287 -1.04213

* ΔE to the lowest compared entry with this formula, charge and spin: 461.4 kJ/mol
* LUMO level: 0.034 hartree
* F_max: 0.33 eV Å⁻¹
* calculated total energy: -307.53668 a.u.

=====

Record 2
ORCA calculation (ωB97M-V with the def2-TZVPD basis set) on an isolated molecule of C24H37N5S.

Element x y z (Å)
S -1.55545 2.00721 -0.84644
N -0.88638 -0.57785 -1.18620
N -5.67226 -0.23042 0.29660
N 4.52650 -1.04654 -0.06815
N 6.55776 -0.24398 0.55745
N -3.06754 0.05163 -1.58204
C 7.53916 0.74391 0.94378
C 5.25343 -0.00631 0.29828
C -3.65175 -1.26712 -1.48790
C 0.48132 -0.58917 -0.89159
C -4.43871 -0.74620 0.86520
C -1.81053 0.40754 -1.19970
C 2.57912 0.40388 -0.22709
C 3.22138 -0.85827 -0.32924
C -5.32000 2.21752 0.18787
C 8.64044 -1.27154 0.27572
C 1.20991 0.51416 -0.51155
C 2.78430 2.88294 0.28430
C -6.05198 1.05632 0.86496
C -6.76153 -1.18977 0.25019
C 7.14343 -1.55266 0.35454
C 4.70442 1.30214 0.42052
C -5.79892 3.56020 0.72515
C 8.79951 -0.07815 1.21584
C 1.12230 -1.84149 -0.99481
C -3.75484 -1.77482 -0.04208
C 3.38204 1.51698 0.16428
C -8.51583 -2.59241 1.39400
C -7.35024 -1.63380 1.59848
C 2.45231 -1.97371 -0.72242
H 8.91632 -0.98636 -0.74021
H -5.26042 4.37125 0.24206
H 9.24204 -2.12690 0.57495
H -3.73065 0.80609 -1.46931
H 8.80420 -0.42046 2.25126
H -3.76068 0.09964 0.99417
H -8.92680 -2.90490 2.35112
H -8.19129 -3.47970 0.85412
H -4.30306 -2.71763 -0.04230
H -9.30747 -2.11501 0.82036
H 0.72721 1.47135 -0.43145
H 5.34160 2.12293 0.71146
H 7.21571 1.29925 1.82986
H 6.72952 -2.00608 -0.54767
H -1.22834 -1.48572 -1.47384
H 7.70906 1.46102 0.12830
H -5.86974 1.09372 1.95084
H 2.94722 -2.92911 -0.79896
H -5.50815 2.16909 -0.88715
H -4.65482 -1.18696 -1.90734
H -5.62514 3.62500 1.79719
H -4.58684 -1.19443 1.86158
H -4.24394 2.14121 0.35118
H 9.70923 0.48987 1.03229
H -2.76015 -1.96926 0.36502
H 6.90379 -2.20627 1.20238
H 1.98478 2.88441 1.02357
H 3.53843 3.60710 0.58345
H 0.54346 -2.70617 -1.29553
H 2.35616 3.19559 -0.66680
H -7.55848 -0.73932 -0.35031
H -6.57936 -2.12790 2.19308
H -6.86339 3.69286 0.54133
H -3.08831 -1.98046 -2.10075
H -7.12390 1.19395 0.70396
H -7.69152 -0.75783 2.15352
H -6.41016 -2.07372 -0.28788

* ΔE to the lowest compared entry with this formula, charge and spin: 0.0 kJ/mol
* LUMO level: 0.026 hartree
* F_max: 1.00 eV Å⁻¹
* calculated total energy: -1608.72724 a.u.

=====

Record 3
ORCA calculation (ωB97M-V with the def2-TZVPD basis set) on a structure of composition C36H48AlO2SeTe2.

Element x y z (Å)
Te -2.42404 -2.24498 -3.63549
Te 0.43188 -4.16434 -3.64742
Se -0.21471 1.42900 -2.46867
Al -1.22516 -0.99336 -1.95561
O -2.29220 -0.07326 -0.85294
O 0.36431 -1.25347 -1.26441
C -3.25442 1.73673 0.37206
C -1.47223 3.48123 -0.92613
C 1.78551 -8.07931 -2.63958
C 1.99692 -5.57198 -3.05829
C -3.72123 6.07633 -0.04711
C 3.84162 -2.56455 0.44130
C -0.75908 -7.68782 -1.62066
C -2.33500 1.21369 -0.57115
C 2.24798 -2.04826 2.30812
C 2.18870 -0.70809 0.19453
C -4.39452 -0.57412 0.78986
C 1.26448 -6.79314 -2.57857
C -2.37645 5.48216 0.39363
C 1.16531 0.97158 -1.21005
C -2.22402 5.64925 1.91182
C -0.22909 -8.97120 -1.68294
C -1.47886 2.12390 -1.21028
C -4.06389 1.03592 2.63560
C 3.68877 4.06171 0.26187
C 3.03201 0.30469 0.64028
C 5.39897 2.26174 0.37657
C -0.56306 -5.19188 -2.05053
C 2.03078 1.94512 -0.74209
C -4.32322 0.92087 1.12556
C -1.25389 6.27068 -0.28258
C -3.20249 3.09888 0.63697
C -0.02602 -6.59638 -2.06769
C -5.70384 1.51753 0.80331
C 2.98569 1.62917 0.21149
C 3.86640 2.67785 2.31084
C 1.04405 -9.16780 -2.19549
C 1.46156 -3.20046 0.27098
C 3.96992 2.65057 0.77956
C -2.33201 4.00081 0.02541
C 1.20839 -0.36126 -0.75942
C 2.41148 -2.11322 0.78094
H 4.38031 4.76696 0.72790
H 4.12802 1.71443 2.75007
H -5.88496 1.49525 -0.27266
H -3.77911 7.13667 0.21469
H 1.23478 -1.73617 2.56857
H 2.84921 2.92245 2.62257
H -3.09786 0.59523 2.88931
H -6.48557 0.93227 1.29371
H -1.76043 -7.53317 -1.23536
H 1.45786 -10.16706 -2.25852
H 2.56931 -5.12445 -2.24200
H -4.06137 2.07263 2.97662
H -0.30931 -4.68492 -1.11852
H -3.84714 5.97885 -1.12696
H 6.12034 2.97757 0.78047
H -4.55471 5.56135 0.43362
H 1.93596 2.95028 -1.13039
H 4.59485 -1.91126 0.88533
H -1.36283 6.27538 -1.36875
H -0.81597 -9.81590 -1.34323
H 1.75009 -4.14817 0.73564
H -2.21349 6.70967 2.17732
H -1.63682 -5.12462 -2.20155
H 5.65907 1.27039 0.75118
H -3.04432 5.17786 2.45434
H 4.54503 3.42917 2.72332
H 2.67900 -5.79177 -3.87914
H 0.42741 -2.99002 0.54235
H 3.78437 0.03996 1.37409
H -5.79688 2.55124 1.14093
H -5.22728 -1.00332 1.35519
H -4.83969 0.49994 3.18885
H 4.01145 -3.57759 0.81444
H -1.27692 7.30785 0.05886
H 3.99225 -2.56971 -0.63991
H 2.67168 4.37909 0.50087
H 2.42392 -3.03569 2.74256
H -3.48385 -1.09775 1.07267
H 5.49975 2.24506 -0.71018
H -4.56132 -0.75559 -0.26931
H -3.90045 3.49051 1.36818
H 3.82333 4.12798 -0.81948
H -1.29178 5.19730 2.25615
H 1.50396 -3.31007 -0.81167
H 2.94557 -1.34815 2.77019
H -0.27321 5.85679 -0.03873
H 2.77881 -8.23148 -3.04731
H -0.77631 4.11420 -1.45992

* ΔE to the lowest compared entry with this formula, charge and spin: 0.0 kJ/mol
* LUMO level: 0.079 hartree
* F_max: 0.64 eV Å⁻¹
* total charge: -1
* calculated total energy: -4731.21781 a.u.

=====

Record 4
ORCA calculation (ωB97M-V with the def2-TZVPD basis set) on an isolated molecule of ClH4N2OP at a distorted geometry.

Element x y z (Å)
Cl 0.70998 -1.66891 -1.42370
P 0.31735 -0.35744 0.26932
O 1.30831 -0.57422 1.29400
N 0.59719 1.20221 -0.42367
N -1.21652 -0.52959 0.73171
H 1.46157 1.66306 -0.25847
H -1.60770 -1.52395 0.64273
H -1.74438 0.24330 0.37279
H 0.17420 1.54554 -1.20472

* ΔE to the lowest compared entry with this formula, charge and spin: 21.5 kJ/mol
* LUMO level: 0.019 hartree
* F_max: 4.11 eV Å⁻¹
* calculated total energy: -988.78273 a.u.